Arrangement i

# C7H12N3

An isolated ion of composition C7H12N3 and charge +1 (wB97M-V/def2-TZVPD, the OMol25 dataset).

SMILES string: Nn1ccc2c1[C@H]([NH3+])CC2
Total charge: +1
E_HOMO in eV: -11.904
HOMO-LUMO gap in eV: 8.404
LUMO in hartree: -0.12864
Multiplicity: 1

Geometry (Å):
N  -2.2594  -1.7718  -0.2921
N  1.6378  -1.5481  0.8173
N  -1.7482  -0.4950  -0.0481
C  -1.6646  1.6969  0.3237
C  1.1605  -0.7693  -0.3943
C  -0.4646  -0.0723  -0.2095
C  1.0175  1.7432  -0.1801
C  -2.4806  0.5905  0.2918
C  1.9559  0.5430  -0.5191
C  -0.3824  1.2429  0.0740
H  -3.5605  0.4686  0.3201
H  -2.3084  -1.8375  -1.3342
H  -1.8401  2.7971  0.6090
H  1.5371  2.2513  0.7810
H  2.0335  0.5651  -1.5981
H  2.6477  -1.6454  0.5725
H  1.4941  -1.2401  1.7891
H  1.3391  -2.4960  0.8065
H  0.9736  2.5932  -0.7842
H  -3.1570  -1.8162  0.1865
H  1.1729  -1.4117  -1.2921
H  2.8960  0.6115  0.0805

Arrangement ii

# C7H12N3

An isolated ion of composition C7H12N3 and charge +1 (wB97M-V/def2-TZVPD, the OMol25 dataset).

SMILES string: C=C1N2CCCC2=N[N@H+]1C
Total charge: +1
E_HOMO in eV: -12.975
HOMO-LUMO gap in eV: 9.846
LUMO in hartree: -0.11497
Multiplicity: 1

Geometry (Å):
N  1.6261  0.8069  -0.3355
N  0.5748  1.6756  -0.5428
N  -0.3792  -0.4127  -0.5876
C  -2.0166  1.2892  -0.3102
C  1.6059  -1.8708  -0.4073
C  -1.4975  -1.0622  -0.0730
C  2.2867  1.0506  0.9194
C  -0.5746  1.0843  -0.5097
C  1.0081  -0.6880  -0.4805
C  -2.3594  0.0816  0.5491
H  2.3581  2.0747  1.0382
H  -2.5641  1.3236  -1.1701
H  2.3052  1.0240  -1.1063
H  0.8729  -2.8029  -0.5527
H  -2.0893  2.1583  0.3314
H  -2.0549  0.1835  1.5425
H  1.5071  0.8596  1.5946
H  -2.0920  -1.5193  -0.7760
H  -3.4085  -0.1481  0.4563
H  3.2341  0.4986  1.1396
H  2.7006  -1.9665  -0.2714
H  -1.3169  -1.8038  0.7449

Of them, the most stable is arrangement i and the least stable is arrangement ii.

Arrangement i

# C2H5NO5

C2H5NO5 in the gas phase (wB97M-V/def2-TZVPD, the OMol25 dataset).

SMILES string: O=[N+]([O-])CC(O)(O)O
Total charge: 0
E_HOMO in eV: -10.754
HOMO-LUMO gap in eV: 10.817
LUMO in hartree: 0.00230
Multiplicity: 1

Geometry (Å):
O  2.5320  -0.7618  0.4567
O  -2.0184  -0.5719  -0.2782
O  1.7313  1.1343  -0.1396
O  -0.8523  1.3566  -0.3811
O  -0.5560  0.0459  1.5421
N  1.6665  -0.0667  0.0396
C  -0.8202  0.1112  0.2262
C  0.4335  -0.8063  -0.2753
H  -0.8091  0.9167  1.8690
H  -2.0513  -0.3282  -1.1786
H  0.5698  -0.9792  -1.4038
H  0.2200  -1.7608  0.2606
H  -0.0458  1.7101  -0.7376

Arrangement ii

# C2H5NO5

A 2-piece molecular cluster, C2H5NO5 overall (wB97M-V/def2-TZVPD, the OMol25 dataset).

SMILES string: C=[N+]([O-])O.O=C(O)O
Total charge: 0
E_HOMO in eV: -9.173
HOMO-LUMO gap in eV: 9.471
LUMO in hartree: 0.01094
Multiplicity: 1

Geometry (Å):
O  -0.9078  -0.5002  1.5527
O  -1.3416  -1.3747  -0.5210
O  1.7815  0.4360  1.0832
O  -1.9231  0.7444  0.0745
O  2.1350  -0.9530  -0.6693
N  1.5147  0.1668  -0.0502
C  -1.3653  -0.4689  0.2662
C  0.4316  0.6351  -0.6834
H  -1.4759  0.1343  2.1561
H  2.4887  -1.5239  -0.0251
H  -1.9833  0.7954  -0.8865
H  0.3215  0.2394  -1.7065
H  0.3239  1.6691  -0.5908

Of them, the most stable is arrangement i and the least stable is arrangement ii.

Arrangement i

# C4H12N2O

C4H12N2O as an isolated structure (wB97M-V/def2-TZVPD, the OMol25 dataset).

Total charge: 0
E_HOMO in eV: -8.588
HOMO-LUMO gap in eV: 9.589
LUMO in hartree: 0.03678
Multiplicity: 1

Geometry (Å):
O  2.2256  0.8470  0.2117
N  1.3430  -0.0656  0.9692
N  0.0669  0.1580  0.4847
C  0.4634  0.2352  2.5558
C  -1.5735  -1.1650  -0.7455
C  -0.2439  -0.4190  -0.8469
C  -0.2643  0.6422  -1.9459
H  0.5591  -1.1333  -1.0402
H  -0.4601  0.1825  -2.9165
H  0.6255  1.2923  2.7549
H  -1.8307  -1.6248  -1.7014
H  -1.5149  -1.9453  0.0136
H  0.6937  1.1593  -1.9877
H  -0.2618  1.1247  0.5314
H  3.0188  0.3198  0.0619
H  -0.5565  -0.0871  2.7323
H  1.1401  -0.4184  3.0938
H  -1.0543  1.3757  -1.7599
H  -2.3761  -0.4784  -0.4653

Arrangement ii

# C4H12N2O

A 3-piece molecular cluster, C4H12N2O overall (wB97M-V/def2-TZVPD, the OMol25 dataset).

Total charge: 0
E_HOMO in eV: -7.585
HOMO-LUMO gap in eV: 3.459
LUMO in hartree: -0.15161
Multiplicity: 1

Geometry (Å):
O  2.4484  0.9474  0.9172
N  -1.9924  -0.9346  0.2911
N  1.9816  -0.9700  -0.7601
C  -1.5114  0.2444  -0.0916
C  -2.2854  1.3771  -0.2698
C  -0.0695  0.2509  -0.5095
C  0.5957  -1.0866  -0.4754
H  0.3157  -1.4727  0.5308
H  0.4797  1.0068  0.0714
H  2.3635  -0.1648  -0.1880
H  0.2096  1.0010  2.3397
H  0.1166  -1.7596  -1.2042
H  -3.2823  1.5175  0.1324
H  -2.9905  -0.7795  0.4758
H  -1.8757  2.2737  -0.7174
H  2.5778  0.7378  1.8541
H  -0.2133  0.3915  2.5005
H  2.4925  -1.8260  -0.6018
H  -0.1093  0.7064  -1.5136

Of them, the most stable is arrangement i and the least stable is arrangement ii.

Arrangement i

# C4H12N2O

C4H12N2O in the gas phase (wB97M-V/def2-TZVPD, the OMol25 dataset).

SMILES string: NCC[C@H](N)CO
Total charge: 0
E_HOMO in eV: -9.250
HOMO-LUMO gap in eV: 10.184
LUMO in hartree: 0.03435
Multiplicity: 1

Geometry (Å):
O  -0.9806  -1.7902  2.3462
N  -1.0344  1.1941  -2.1820
N  0.8378  0.4896  1.5145
C  0.2477  1.1132  -1.4885
C  -0.1482  -1.7023  1.1700
C  0.4173  -0.2406  -0.7675
C  -0.0683  -0.2756  0.6564
H  -0.5755  -2.4408  0.4980
H  -0.5869  -1.2281  3.0231
H  0.8526  -2.0652  1.4285
H  -0.8777  1.1801  -3.1799
H  1.4604  -0.5828  -0.7640
H  1.4287  1.0953  0.9678
H  1.0645  1.2231  -2.2021
H  -1.0960  0.0994  0.7530
H  0.3521  1.8594  -0.6954
H  -0.1197  -0.9925  -1.3453
H  -1.5169  2.0500  -1.9515
H  0.3431  1.0139  2.2189

Arrangement ii

# C4H12N2O

A 2-piece molecular cluster, C4H12N2O overall (wB97M-V/def2-TZVPD, the OMol25 dataset).

SMILES string: [H]/N=C/NCCC.O
Total charge: 0
E_HOMO in eV: -9.097
HOMO-LUMO gap in eV: 10.063
LUMO in hartree: 0.03551
Multiplicity: 1

Geometry (Å):
O  -0.9478  3.5832  -2.1109
N  -1.2443  2.1414  0.5258
N  0.4650  0.5116  0.0378
C  1.0889  -0.5769  0.7666
C  -0.1753  1.4834  0.7568
C  0.1610  -1.8246  0.7323
C  0.3565  -2.6053  -0.5745
H  -0.0262  -2.0798  -1.4545
H  0.3659  1.6462  1.6938
H  2.0637  -0.8190  0.3327
H  1.1438  -0.2575  1.8081
H  1.4231  -2.7981  -0.7067
H  -0.8204  -1.4078  0.9880
H  0.0970  0.3148  -0.8788
H  -0.0767  -3.6057  -0.5927
H  0.4585  -2.5131  1.5298
H  -1.6082  2.4816  1.3994
H  -1.6622  3.4858  -2.7471
H  -1.0623  2.8398  -1.5060

Of them, the most stable is arrangement i and the least stable is arrangement ii.